Entry from the OMol25 dataset: a structure of composition C63H73AsNO2P2RbSSi (ωB97M-V/def2-TZVPD).

## Properties
total charge: -2
M: 1158.8 g mol⁻¹

```
145
Properties=species:S:1:pos:R:3:forces:R:3
Rb -0.780 -0.118 -0.609 0.53 -0.23 1.47
C -1.490 -1.809 2.569 0.04 0.02 -0.03
Si -0.289 -0.315 2.925 -0.06 -0.12 0.09
C 1.106 -1.379 3.796 0.33 -0.09 -0.04
C 0.974 -2.062 5.021 0.08 0.12 -0.16
C 2.008 -2.805 5.573 0.04 0.01 -0.11
C 3.226 -2.903 4.903 -0.10 0.04 0.00
C 3.377 -2.281 3.672 -0.13 0.20 -0.02
C 2.339 -1.533 3.098 -0.34 -0.02 0.24
P 2.411 -0.846 1.369 0.08 -0.15 0.08
C 3.868 0.323 1.327 -0.05 0.19 0.11
C 5.089 0.081 2.218 0.04 0.08 0.02
C 6.154 1.166 2.017 -0.07 0.00 -0.04
C 5.593 2.561 2.289 -0.08 -0.08 0.01
C 4.375 2.827 1.405 0.03 -0.11 -0.02
C 3.315 1.741 1.594 0.08 -0.09 0.06
C 2.886 -2.254 0.245 -0.03 -0.19 0.16
C 4.233 -3.006 0.249 -0.06 -0.10 0.06
C 4.287 -4.296 1.082 -0.11 0.04 -0.01
C 3.070 -5.187 0.825 0.02 0.07 -0.08
C 1.787 -4.414 1.119 0.10 0.07 0.02
C 1.671 -3.211 0.186 0.05 0.02 0.16
C -1.297 0.602 4.320 -0.28 0.23 -0.02
C -1.043 0.654 5.702 -0.10 0.09 -0.17
C -1.769 1.478 6.561 -0.01 -0.04 -0.12
C -2.789 2.278 6.066 0.09 -0.08 -0.03
C -3.052 2.275 4.697 0.24 0.08 -0.01
C -2.322 1.472 3.820 0.29 -0.21 0.18
P -2.427 1.505 1.962 -0.19 0.30 0.05
C -1.592 3.138 1.559 0.04 -0.01 0.05
C -2.348 4.422 1.951 0.10 0.07 0.01
C -1.425 5.665 1.934 0.00 -0.10 -0.02
C -0.282 5.484 0.936 -0.04 -0.09 0.08
C 0.630 4.332 1.394 -0.09 -0.01 0.00
C -0.161 3.216 2.108 -0.05 0.14 -0.09
C -4.177 1.894 1.362 -0.06 -0.22 0.10
C -4.787 0.614 0.751 -0.03 0.08 0.12
C -5.293 -0.336 1.835 0.05 0.17 0.06
C -6.380 0.350 2.662 0.01 0.07 -0.05
C -5.834 1.632 3.296 0.02 -0.19 -0.09
C -5.239 2.568 2.240 -0.07 0.00 0.02
H -1.976 -2.147 3.495 0.04 -0.04 -0.13
H -0.945 -2.665 2.143 -0.08 0.15 0.06
H -2.283 -1.537 1.857 0.07 -0.06 0.11
H 0.022 -2.019 5.548 0.09 -0.01 -0.07
H 1.867 -3.321 6.518 0.00 0.02 -0.01
H 4.042 -3.479 5.325 -0.02 0.01 -0.01
H 4.317 -2.392 3.146 -0.04 0.07 0.04
H 4.195 0.283 0.278 -0.01 -0.01 -0.05
H 5.532 -0.898 2.026 -0.04 0.00 0.01
H 4.767 0.085 3.265 0.01 -0.03 -0.02
H 6.513 1.124 0.980 0.00 -0.01 0.05
H 7.018 0.965 2.660 -0.01 0.02 0.01
H 6.363 3.322 2.131 0.01 0.01 -0.01
H 5.290 2.625 3.342 0.02 0.01 -0.03
H 4.694 2.834 0.354 -0.02 0.02 0.04
H 3.947 3.811 1.615 0.01 -0.03 0.01
H 2.451 1.932 0.953 0.05 -0.04 0.01
H 2.939 1.777 2.627 -0.01 0.00 -0.07
H 2.870 -1.686 -0.689 0.02 0.05 -0.20
H 5.045 -2.332 0.542 -0.02 -0.02 -0.02
H 4.438 -3.287 -0.792 0.00 0.00 0.03
H 4.323 -4.072 2.151 -0.01 -0.05 -0.11
H 5.212 -4.828 0.839 0.02 -0.03 0.00
H 3.131 -6.093 1.433 0.01 0.00 0.01
H 3.063 -5.504 -0.228 0.00 0.00 0.07
H 1.802 -4.082 2.164 -0.03 -0.02 -0.04
H 0.903 -5.042 0.991 0.03 0.00 -0.02
H 0.741 -2.677 0.412 0.15 -0.01 -0.11
H 1.543 -3.586 -0.832 0.00 -0.01 -0.06
H -0.245 0.047 6.118 -0.06 0.03 -0.02
H -1.543 1.487 7.624 0.01 -0.01 -0.03
H -3.368 2.911 6.729 0.02 -0.01 -0.01
H -3.836 2.924 4.325 0.19 -0.01 0.06
H -1.522 3.104 0.464 -0.03 0.00 -0.02
H -2.765 4.310 2.955 0.01 0.01 0.00
H -3.184 4.583 1.266 0.03 -0.02 0.00
H -1.004 5.826 2.934 -0.01 -0.02 -0.04
H -2.011 6.558 1.695 0.00 -0.01 0.01
H 0.294 6.408 0.829 0.00 0.00 0.01
H -0.702 5.256 -0.047 -0.01 0.00 -0.01
H 1.400 4.716 2.073 0.01 -0.01 -0.01
H 1.154 3.917 0.526 -0.04 0.03 0.03
H -0.214 3.413 3.186 0.00 -0.01 -0.03
H 0.340 2.252 2.005 0.00 0.01 0.03
H -3.946 2.564 0.530 0.02 0.09 -0.09
H -4.061 0.109 0.113 0.09 -0.01 -0.02
H -5.631 0.896 0.105 0.02 0.01 0.02
H -4.459 -0.602 2.495 0.02 -0.04 -0.03
H -5.652 -1.268 1.393 -0.05 0.00 -0.02
H -6.762 -0.322 3.435 0.01 0.00 0.02
H -7.226 0.598 2.005 0.02 -0.03 0.03
H -5.062 1.356 4.022 -0.24 -0.04 -0.15
H -6.620 2.157 3.847 -0.03 -0.01 0.02
H -4.851 3.477 2.704 -0.03 -0.03 -0.05
H -6.055 2.891 1.576 0.01 0.01 0.03
S -1.613 -3.303 -1.294 0.00 -0.23 -0.30
C -1.183 -3.956 -2.850 0.17 0.13 -0.11
C -1.739 -5.189 -3.286 0.06 0.05 -0.05
C -1.400 -5.778 -4.488 -0.02 0.07 0.10
C -0.474 -5.180 -5.346 -0.07 -0.01 0.09
C 0.085 -3.976 -4.958 -0.07 0.06 0.19
C -0.259 -3.355 -3.752 -0.12 -0.07 0.11
As 0.579 -1.668 -3.244 0.49 -0.30 -0.51
C 2.424 -2.173 -3.833 0.00 -0.09 0.05
C 2.954 -3.391 -3.391 0.06 0.05 -0.11
C 4.264 -3.757 -3.678 -0.07 0.08 -0.01
C 5.082 -2.909 -4.416 -0.07 -0.01 0.04
C 4.572 -1.698 -4.862 -0.10 -0.02 0.04
C 3.258 -1.335 -4.571 0.06 -0.04 0.05
C 0.169 -0.520 -4.796 -0.01 0.07 -0.03
C 0.582 0.810 -4.706 -0.07 -0.04 -0.07
C 0.266 1.732 -5.697 -0.04 -0.09 -0.01
C -0.482 1.334 -6.799 0.02 -0.09 0.08
C -0.911 0.016 -6.891 0.07 0.02 0.12
C -0.593 -0.904 -5.896 0.04 0.12 0.04
H -2.448 -5.669 -2.623 -0.01 -0.02 0.00
H -1.855 -6.724 -4.764 -0.02 -0.01 0.02
H -0.195 -5.643 -6.284 0.00 -0.01 0.00
H 0.816 -3.506 -5.605 0.06 0.06 -0.01
H 2.323 -4.076 -2.838 -0.02 -0.02 0.03
H 4.646 -4.709 -3.323 -0.03 0.03 -0.01
H 6.105 -3.191 -4.642 -0.03 0.01 0.01
H 5.195 -1.029 -5.445 0.00 0.01 0.00
H 2.883 -0.389 -4.939 -0.01 0.02 -0.01
H 1.116 1.146 -3.824 0.03 0.02 0.03
H 0.576 2.765 -5.592 0.01 0.00 0.01
H -0.750 2.053 -7.563 -0.01 0.00 -0.01
H -1.517 -0.297 -7.733 -0.02 -0.01 -0.03
H -0.969 -1.916 -5.963 0.00 -0.02 -0.01
O -1.895 -0.104 -2.899 -0.59 0.01 -0.82
C -2.166 1.090 -2.962 -0.19 0.35 -0.08
N -1.610 2.071 -2.196 -0.27 0.42 -0.16
C -2.211 3.265 -2.513 -0.05 -0.40 -0.19
O -1.999 4.362 -2.025 0.08 0.12 0.13
C -3.239 3.028 -3.616 0.11 0.16 0.14
C -4.093 3.879 -4.282 -0.08 0.05 -0.10
C -4.919 3.325 -5.265 0.09 -0.01 0.10
C -4.875 1.962 -5.549 0.09 0.00 0.08
C -4.008 1.114 -4.856 -0.10 -0.07 -0.13
C -3.204 1.682 -3.895 0.18 -0.23 0.11
H -4.115 4.938 -4.048 -0.01 -0.04 -0.01
H -5.604 3.960 -5.812 -0.01 0.01 -0.01
H -5.524 1.558 -6.316 -0.01 -0.01 -0.01
H -3.959 0.050 -5.063 0.00 0.05 0.02
```
Positions in Å, forces in eV/Å.

Löwdin population analysis, charges in e, atoms 1 to 99: number 1, Rb, carries 0.516; number 2, C, carries -0.265; number 3, Si, carries 0.558; number 4, C, carries -0.295; number 5, C, carries -0.118; number 6, C, carries -0.109; number 7, C, carries -0.111; number 8, C, carries -0.138; number 9, C, carries -0.354; number 10, P, carries 1.058; number 11, C, carries -0.442; number 12, C, carries -0.220; number 13, C, carries -0.210; number 14, C, carries -0.218; number 15, C, carries -0.205; number 16, C, carries -0.233; number 17, C, carries -0.433; number 18, C, carries -0.177; number 19, C, carries -0.204; number 20, C, carries -0.201; number 21, C, carries -0.185; number 22, C, carries -0.241; number 23, C, carries -0.297; number 24, C, carries -0.111; number 25, C, carries -0.120; number 26, C, carries -0.116; number 27, C, carries -0.137; number 28, C, carries -0.355; number 29, P, carries 1.028; number 30, C, carries -0.435; number 31, C, carries -0.192; number 32, C, carries -0.194; number 33, C, carries -0.204; number 34, C, carries -0.191; number 35, C, carries -0.222; number 36, C, carries -0.423; number 37, C, carries -0.223; number 38, C, carries -0.199; number 39, C, carries -0.208; number 40, C, carries -0.211; number 41, C, carries -0.209; number 42, H, carries 0.016; number 43, H, carries 0.007; number 44, H, carries -0.019; number 45, H, carries 0.088; number 46, H, carries 0.088; number 47, H, carries 0.089; number 48, H, carries 0.075; number 49, H, carries 0.116; number 50, H, carries 0.086; number 51, H, carries 0.113; number 52, H, carries 0.111; number 53, H, carries 0.100; number 54, H, carries 0.098; number 55, H, carries 0.112; number 56, H, carries 0.114; number 57, H, carries 0.098; number 58, H, carries 0.085; number 59, H, carries 0.123; number 60, H, carries 0.076; number 61, H, carries 0.087; number 62, H, carries 0.094; number 63, H, carries 0.079; number 64, H, carries 0.100; number 65, H, carries 0.100; number 66, H, carries 0.109; number 67, H, carries 0.105; number 68, H, carries 0.112; number 69, H, carries 0.040; number 70, H, carries 0.077; number 71, H, carries 0.072; number 72, H, carries 0.086; number 73, H, carries 0.085; number 74, H, carries 0.070; number 75, H, carries 0.088; number 76, H, carries 0.085; number 77, H, carries 0.105; number 78, H, carries 0.105; number 79, H, carries 0.098; number 80, H, carries 0.099; number 81, H, carries 0.090; number 82, H, carries 0.099; number 83, H, carries 0.102; number 84, H, carries 0.119; number 85, H, carries 0.029; number 86, H, carries 0.096; number 87, H, carries 0.092; number 88, H, carries 0.115; number 89, H, carries 0.103; number 90, H, carries 0.110; number 91, H, carries 0.101; number 92, H, carries 0.106; number 93, H, carries 0.084; number 94, H, carries 0.105; number 95, H, carries 0.080; number 96, H, carries 0.113; number 97, S, carries 0.416; number 98, C, carries -0.761; number 99, C, carries -0.152

Entry from the OMol25 dataset: the molecule C13H22O (ωB97M-V/def2-TZVPD).

## Properties
SMILES string: CC1(C)CCCC2=C[C@@](C)(O)CC[C@H]21
energy above the lowest of the compared OMol25 structures with the same formula, charge and spin: 116.4 kJ/mol
M: 194.3 g mol⁻¹

```
36
Properties=species:S:1:pos:R:3:forces:R:3
C -1.515 -2.698 0.485 -1.85 1.75 -0.87
C -0.760 -1.747 -0.412 1.67 -0.45 -1.02
C -1.517 -1.044 -1.586 0.80 1.16 2.52
C 0.405 -2.629 -1.050 1.22 2.16 -0.97
C 1.376 -1.628 -1.922 -0.35 -1.90 0.30
C 2.075 -0.546 -1.085 -1.75 -0.05 -0.16
C 1.078 0.159 -0.235 -1.04 3.55 2.54
C 1.291 1.520 0.121 -3.53 -5.11 -0.35
C 0.260 2.395 0.783 1.46 1.02 -0.34
C 0.867 3.658 1.391 3.12 -1.60 1.29
O -0.598 2.847 -0.201 -2.81 1.97 -1.54
C -0.549 1.626 1.690 0.32 -1.90 3.12
C -1.121 0.327 1.113 1.29 0.21 -0.21
C -0.105 -0.660 0.450 1.35 1.86 0.54
H -2.294 -2.200 1.045 -0.55 0.44 0.00
H -2.007 -3.454 -0.078 -0.21 -0.96 -0.44
H -0.917 -3.068 1.242 1.61 -1.19 1.23
H -2.467 -0.617 -1.237 0.13 -0.31 -0.38
H -0.865 -0.213 -1.906 -0.54 -0.16 0.07
H -1.592 -1.701 -2.383 -0.68 -1.27 -1.60
H 1.000 -3.119 -0.261 -0.19 0.26 -0.14
H 0.069 -3.428 -1.738 -0.27 0.46 0.39
H 0.745 -1.214 -2.744 0.62 -0.02 0.72
H 2.168 -2.214 -2.430 -0.48 0.04 0.23
H 2.864 -0.882 -0.432 0.46 -0.65 -0.04
H 2.435 0.213 -1.743 0.82 0.36 -0.54
H 2.049 2.025 -0.301 2.89 1.54 -1.52
H 1.607 3.332 2.223 -0.81 0.61 -1.37
H 0.183 4.259 1.921 -1.29 0.76 0.35
H 1.410 4.261 0.640 -0.32 -0.39 0.35
H -1.273 3.449 0.258 1.39 -1.21 -1.12
H -1.406 2.228 2.016 0.16 -0.02 0.32
H 0.108 1.378 2.595 -1.01 0.26 -0.82
H -1.507 -0.133 1.988 -0.91 -0.82 0.50
H -1.905 0.635 0.457 -0.60 -0.19 -0.60
H 0.407 -1.119 1.324 -0.12 -0.24 -0.45
```
Positions in Å, forces in eV/Å.

List of Löwdin charges in e, atom by atom: number 1, C, carries -0.050; number 2, C, carries -0.495; number 3, C, carries -0.015; number 4, C, carries -0.101; number 5, C, carries -0.155; number 6, C, carries -0.167; number 7, C, carries -0.106; number 8, C, carries 0.064; number 9, C, carries -0.678; number 10, C, carries -0.025; number 11, O, carries -0.021; number 12, C, carries -0.163; number 13, C, carries -0.121; number 14, C, carries -0.191; number 15, H, carries 0.080; number 16, H, carries 0.081; number 17, H, carries 0.061; number 18, H, carries 0.088; number 19, H, carries 0.090; number 20, H, carries 0.055; number 21, H, carries 0.110; number 22, H, carries 0.110; number 23, H, carries 0.103; number 24, H, carries 0.101; number 25, H, carries 0.119; number 26, H, carries 0.105; number 27, H, carries 0.070; number 28, H, carries 0.118; number 29, H, carries 0.057; number 30, H, carries 0.096; number 31, H, carries 0.142; number 32, H, carries 0.129; number 33, H, carries 0.156; number 34, H, carries 0.099; number 35, H, carries 0.100; number 36, H, carries 0.155

Entry from the OMol25 dataset: a structure of composition C4H4N2O2 (ωB97M-V/def2-TZVPD).

## Properties
energy above the lowest of the compared OMol25 structures with the same formula, charge and spin: 674.0 kJ/mol
M: 112.1 g mol⁻¹

```
12
Properties=species:S:1:pos:R:3:forces:R:3
C 0.959 -0.559 0.160 7.32 -2.39 6.63
C -1.144 0.151 -0.037 0.65 -0.27 2.66
C -1.259 1.325 -1.100 -1.27 -3.81 -0.08
C 0.016 -0.071 -0.615 -2.84 1.52 -4.27
H 2.700 -0.634 1.030 0.94 -0.79 2.94
H -1.790 -0.993 1.636 2.33 1.38 -0.37
H -1.152 2.224 -0.625 0.56 2.45 0.76
H -2.210 1.178 -1.634 0.80 0.52 -0.57
N 2.254 -0.519 0.196 -3.93 0.66 -4.33
N -0.978 -0.277 1.433 -3.18 -0.09 -1.95
O 0.276 -0.949 1.433 -0.18 0.42 -2.17
O -0.014 0.789 -1.715 -1.20 0.40 0.76
```
Positions in Å, forces in eV/Å.

List of Löwdin charges in e, atom by atom: number 1, C, carries -0.288; number 2, C, carries -0.017; number 3, C, carries -0.003; number 4, C, carries -0.295; number 5, H, carries 0.013; number 6, H, carries 0.164; number 7, H, carries 0.097; number 8, H, carries 0.128; number 9, N, carries 0.196; number 10, N, carries 0.024; number 11, O, carries -0.059; number 12, O, carries 0.041

Number 1: maximum force 0.031 Eh/bohr, LUMO 3.734 eV. Number 2: maximum force 0.121 Eh/bohr, LUMO 0.831 eV. Number 3: maximum force 0.198 Eh/bohr, LUMO -0.065 eV.